57
Properties=species:S:1:pos:R:3:mulliken_charge:R:1 method="wB97M-V/def2-TZVPD" fmax_ev_per_a=2.7 energy_ev=-43043.5361 orbital_gap_ev="9.03 / 8.12" spin_multiplicity=3 homo_ev="-8.29 / -8.71"
Pt 0.1308 0.0149 -0.0377 2.176
F -0.9162 -0.3923 1.5680 -0.797
F 1.4776 0.2933 -1.5182 -0.814
C 1.9955 -1.8064 3.9758 -0.921
C 0.7505 -2.3605 3.4475 -0.132
O 1.0249 -2.4430 1.9949 -0.078
C 0.0637 -2.8948 1.2216 0.630
O 0.0337 -2.8166 -0.0199 -0.638
O -0.8981 -3.5585 1.9165 -0.311
C -2.0255 -3.7627 1.0835 -0.669
H 2.9436 -2.4171 3.6877 0.213
H 2.0260 -1.5706 5.0258 0.424
H 2.0281 -0.9160 3.4091 0.094
H -0.0657 -1.6307 3.4974 0.154
H 0.3208 -3.3091 3.7721 0.370
H -2.8972 -4.0031 1.6778 0.366
H -1.8708 -4.5089 0.2974 0.300
H -2.3093 -2.8818 0.5910 0.153
C 0.0619 5.0991 -2.0731 -1.095
C -0.0850 3.6223 -1.9951 0.450
O -1.4578 3.3738 -1.5527 -0.353
C -1.5119 2.7958 -0.3563 0.913
O -0.5599 2.4977 0.3497 -0.788
O -2.8121 2.7073 0.0251 -0.343
C -2.9050 2.1914 1.3612 -0.520
H -0.4403 5.4817 -2.9957 0.287
H 1.1483 5.4418 -2.1579 0.319
H -0.3888 5.5792 -1.1928 0.312
H 0.6023 3.0563 -1.4475 -0.287
H -0.0178 3.1749 -2.9777 0.306
H -2.5446 1.1632 1.4403 0.126
H -4.0099 2.2634 1.5202 0.273
H -2.4498 2.7299 2.1968 0.286
C 3.0038 1.1959 0.6036 0.671
O 2.1421 0.5869 1.2478 -0.854
N 4.3300 1.0253 0.8028 0.081
C 5.3000 1.6238 -0.1060 -0.888
C 4.8126 -0.1095 1.5711 -0.835
H 2.7344 1.9519 -0.1448 -0.165
H 6.1964 1.8608 0.4280 0.327
H 4.8944 2.5512 -0.6486 0.263
H 5.5232 0.9170 -0.9276 0.371
H 4.6969 -1.0665 1.0185 0.300
H 5.8685 0.0626 1.6447 0.328
H 4.3213 -0.3205 2.4855 0.216
C -3.1587 -0.2570 -2.4115 -0.021
O -2.2984 0.2101 -1.6385 -0.651
N -3.2163 -1.5412 -2.7336 0.269
C -4.2398 -1.9699 -3.6389 -0.961
C -2.2193 -2.5217 -2.2308 -0.826
H -3.8956 0.3505 -3.0530 0.184
H -4.5055 -1.1628 -4.3098 0.383
H -5.0846 -2.3243 -3.0412 0.313
H -3.7542 -2.8086 -4.2132 0.283
H -1.4033 -2.1274 -1.6637 0.089
H -2.7129 -3.2443 -1.6686 0.440
H -1.7764 -3.0963 -3.1071 0.279

=====

56
Properties=species:S:1:pos:R:3:mulliken_charge:R:1 method="wB97M-V/def2-TZVPD" fmax_ev_per_a=3.5 energy_ev=-56032.0654 smiles="C[C@H](O)CNCCONC(=O)O.O=S1(=O)CCCC1.O=S1(=O)CCCC1" orbital_gap_ev=8.85 spin_multiplicity=1 homo_ev=-8.25
C -0.2555 1.4321 -0.4911 -1.338
C -0.0439 0.0499 -1.1017 -0.064
O -0.4320 -0.9185 -0.1199 -0.540
C 1.4697 -0.1605 -1.3485 -0.959
N 2.2199 0.1909 -0.1553 0.264
C 3.5085 0.8418 -0.3959 -0.721
C 3.6746 2.0658 0.5399 -0.363
O 4.7605 1.7977 1.4069 -0.220
N 5.3710 2.9960 1.8675 -0.426
C 4.3914 3.9212 2.3623 0.583
O 4.2965 5.0042 1.9505 -0.464
O 3.5878 3.4555 3.3211 -0.418
H 0.0879 1.4799 0.5354 0.381
H 0.2800 2.2054 -1.0305 0.356
H -1.3174 1.6409 -0.4770 0.338
H -0.6290 -0.0992 -2.0015 0.464
H -0.1786 -0.5972 0.7508 0.405
H 1.7882 0.4147 -2.2126 0.504
H 1.5746 -1.2163 -1.6247 0.261
H 2.3427 -0.6178 0.4328 -0.023
H 4.3309 0.1551 -0.2067 0.365
H 3.5989 1.1940 -1.4136 0.315
H 3.8430 2.9405 -0.0874 0.347
H 2.7485 2.1555 1.0965 0.365
H 5.8823 2.6932 2.6941 0.303
H 3.0149 4.1983 3.5623 0.338
O -0.6208 -2.2173 2.0019 -0.717
S 0.6625 -2.8514 2.1266 1.345
O 1.8978 -2.1316 1.9280 -0.766
C 0.7229 -3.6808 3.7097 -0.838
C 0.1555 -5.0685 3.4261 -0.559
C 0.7808 -5.5131 2.0976 -0.656
C 0.6674 -4.3360 1.1199 -0.694
H 0.1468 -3.1161 4.4387 0.403
H 1.7676 -3.7346 4.0161 0.365
H 0.3817 -5.7637 4.2334 0.363
H -0.9305 -5.0128 3.3230 0.287
H 1.8325 -5.7606 2.2562 0.296
H 0.2928 -6.4012 1.6986 0.334
H 1.5071 -4.2942 0.4308 0.401
H -0.2674 -4.3596 0.5632 0.363
O -2.6176 2.0780 -4.4492 -0.663
S -3.2313 2.3561 -3.1757 1.168
O -2.5578 3.1217 -2.1595 -0.633
C -4.8483 3.0646 -3.4654 -0.717
C -5.7776 1.8578 -3.5507 -0.595
C -5.3439 0.9144 -2.4205 -0.790
C -3.8144 0.8094 -2.4707 -0.359
H -4.8269 3.6621 -4.3738 0.394
H -5.0919 3.6917 -2.6082 0.336
H -6.8221 2.1517 -3.4546 0.357
H -5.6544 1.3601 -4.5152 0.292
H -5.6529 1.3316 -1.4598 0.312
H -5.8065 -0.0672 -2.5142 0.350
H -3.3794 0.6839 -1.4816 0.161
H -3.4872 0.0026 -3.1239 0.404

=====

50
Properties=species:S:1:pos:R:3:mulliken_charge:R:1 method="wB97M-V/def2-TZVPD" fmax_ev_per_a=4.3 relative_energy_kcal_mol=0.0 energy_ev=-42999.2509 orbital_gap_ev=5.24 spin_multiplicity=1 homo_ev=-5.50
Pb -0.0053 0.4677 1.0997 0.393
Si 2.6969 0.4951 -0.2439 0.518
P -0.3382 0.6860 -2.0044 0.584
N -0.6441 -1.5174 1.1232 -0.695
H 1.8048 0.3695 0.9963 0.103
C -2.0829 0.8567 -2.4863 -1.194
H -2.1384 1.0504 -3.5660 0.390
H -2.5552 1.6742 -1.9232 0.277
H -2.5992 -0.0850 -2.2584 0.367
C 0.3692 2.0125 -3.0462 -1.231
H 0.1115 1.8202 -4.0956 0.402
H 1.4611 2.0457 -2.9343 0.330
H -0.0637 2.9773 -2.7428 0.327
C 0.0839 -0.8158 -2.9842 -1.230
H -0.1144 -0.6228 -4.0504 0.436
H -0.5499 -1.6483 -2.6376 0.351
H 1.1460 -1.0657 -2.8401 0.339
C 3.4459 2.1960 0.0474 -1.066
H 2.9155 2.7522 0.8393 0.311
H 3.4609 2.8093 -0.8715 0.307
H 4.4724 1.9658 0.3725 0.352
H 3.4633 -0.7481 -0.0899 -0.176
H 2.4247 0.4858 -1.7596 -0.188
C -0.4588 -2.7165 0.6741 0.202
C -1.3014 -5.0096 0.3069 -0.413
C -1.4838 -3.7329 0.7902 -0.418
C 0.7561 -3.1154 -0.0134 0.245
C 0.9351 -4.4141 -0.4738 -0.702
C -0.0863 -5.3669 -0.3196 -0.416
H -2.0975 -5.7473 0.3893 0.337
H -2.4170 -3.4417 1.2722 0.374
H 1.5445 -2.3656 -0.1709 0.055
H 1.8643 -4.6934 -0.9808 0.330
H 0.0481 -6.3754 -0.7180 0.328
C -2.4235 3.2413 0.7462 0.751
O -3.2805 2.5923 0.1170 -0.567
C -2.4469 3.2656 2.2792 -0.913
H -1.7658 4.0263 2.6636 0.297
H -2.1697 2.2944 2.7367 0.140
H -3.4719 3.5162 2.5472 0.361
C -1.1973 3.8810 0.1294 -0.823
H -1.3053 3.8325 -0.9401 0.136
H -0.2413 3.4354 0.4314 0.058
H -1.1558 4.8928 0.4904 0.541
C 0.7712 -1.3638 4.0804 -0.495
O 1.1003 -0.2154 3.2968 -0.318
H -0.0431 -1.1528 4.7758 0.278
H 1.6392 -1.7308 4.6306 0.279
H 0.4339 -2.1264 3.3968 0.137
H 1.4884 0.4291 3.9183 0.208

=====

67
Properties=species:S:1:pos:R:3:mulliken_charge:R:1 method="wB97M-V/def2-TZVPD" fmax_ev_per_a=4.1 energy_ev=-62677.5669 orbital_gap_ev="4.57 / 3.73" spin_multiplicity=2 homo_ev="-8.10 / -8.24"
Ag -1.6922 -5.1444 6.8820 0.828
F -1.2564 -1.9766 8.9701 -0.823
C -0.3487 -3.1052 0.7875 -0.844
C -0.3420 -3.5636 2.2470 0.780
O -0.1077 -2.6800 3.1242 -0.248
O -0.7089 -4.7425 2.5109 -0.567
H -1.2222 -2.4786 0.6076 0.273
H -0.5004 -3.9779 0.1522 0.288
H 0.5753 -2.6030 0.5008 0.315
C -2.6342 4.6992 -4.7814 -0.757
C -3.6652 4.1463 -4.1095 0.638
C -4.8813 4.9059 -3.7737 0.462
O -5.8825 4.3777 -3.3423 -0.559
C -4.8518 6.2758 -4.1976 -0.833
C -3.8505 6.7597 -4.9549 0.486
C -2.5697 6.0794 -5.2302 0.700
O -1.6529 6.7178 -5.7342 -0.611
O -3.8827 8.0211 -5.3372 -0.526
O -3.5435 2.9125 -3.4989 -0.505
H -1.7548 4.0818 -4.8904 0.407
H -5.7079 6.9211 -4.0667 0.408
H -3.1723 8.3268 -5.9059 0.353
H -4.1460 2.8279 -2.7563 0.336
C 6.0709 3.9532 0.4103 -0.735
C 5.6989 3.1079 -0.5337 0.422
C 4.3161 2.7302 -0.8619 0.660
O 3.9851 1.8929 -1.7360 -0.655
C 3.3769 3.6104 -0.2163 -0.680
C 3.7469 4.4168 0.8338 0.464
C 5.1428 4.5598 1.2793 0.649
O 5.4911 5.4793 2.0423 -0.592
O 2.7683 5.0650 1.4991 -0.509
O 6.6801 2.6047 -1.4002 -0.531
H 7.0647 4.3670 0.4966 0.412
H 2.3046 3.5922 -0.3445 0.409
H 3.1149 5.5448 2.2549 0.340
H 6.1560 1.9803 -1.9071 0.347
O -0.5383 1.7271 7.0405 -0.661
H 0.3827 1.7423 6.7805 0.298
H -0.6696 0.8529 7.4077 0.360
O 4.1486 0.0293 3.4788 -0.645
H 4.3958 0.5114 4.2679 0.332
H 3.2272 -0.1931 3.6122 0.308
O -1.8239 1.8556 2.9249 -0.640
H -1.5312 1.0169 2.5685 0.297
H -1.6828 1.7779 3.8684 0.343
O -3.1734 -4.5748 -4.9839 -0.639
H -2.9216 -5.3530 -5.4811 0.318
H -2.3773 -4.0445 -4.9485 0.318
O -2.9401 -9.3249 5.8953 -0.654
H -2.9469 -9.6240 4.9861 0.327
H -2.4607 -10.0052 6.3682 0.327
O 4.4914 -4.1778 4.7611 -0.629
H 4.5913 -3.2262 4.7871 0.322
H 3.7116 -4.3517 5.2884 0.311
O 0.1867 -1.5306 -4.8546 -0.630
H 0.9445 -1.2636 -4.3344 0.312
H -0.5321 -0.9902 -4.5265 0.321
O 2.5924 -7.3325 -4.3784 -0.630
H 2.0805 -7.1501 -5.1664 0.317
H 2.2063 -6.7710 -3.7061 0.313
O 1.0968 -9.4403 0.4697 -0.637
H 0.7275 -8.7682 1.0424 0.313
H 2.0383 -9.4096 0.6396 0.324
O -6.9016 -0.6850 0.0897 -0.642
H -7.8370 -0.4823 0.1028 0.322
H -6.6037 -0.5013 0.9807 0.320